No. 1
Molecular formula: C6H14N4O4S
Method: DFT, ωB97M-V/def2-TZVPD

The geometry in XYZ format:
```
29
Properties=species:S:1:pos:R:3
C 1.919 0.343 1.082
C -1.938 0.710 0.909
C 0.953 1.944 -0.646
C 2.060 -0.063 -1.258
C -0.179 -2.658 -1.361
C 1.138 0.504 -0.230
N -3.299 0.880 0.925
N -1.200 1.117 1.877
N -0.133 -0.191 -0.238
N -1.345 0.490 -0.274
O 3.136 0.250 1.078
O 1.233 0.574 2.226
O -1.548 -1.972 0.733
O 0.973 -1.998 0.970
S -0.214 -1.765 0.253
H 0.906 2.121 -1.704
H 1.820 2.552 -0.136
H 0.132 2.541 -0.230
H 1.662 0.105 -2.359
H 2.176 -1.095 -1.270
H 3.099 0.185 -1.227
H -0.810 -3.450 -1.237
H -0.422 -1.994 -2.053
H 0.942 -2.942 -1.587
H -3.821 1.319 1.669
H -3.828 0.360 0.282
H -1.837 1.326 2.657
H 0.183 0.722 2.220
H -1.758 0.085 -1.071
```

Results
Gap between HOMO and LUMO (spin up / spin down), eV: 4.3327 / 7.6106
E, hartree: -1154.921576
Multiplicity: 3
Expectation value of S²: 2.0054

These are the natural (NBO) partial charges, in e, on atoms 1 to 4: number 1, C, carries 0.39; number 2, C, carries 0.63; number 3, C, carries -0.64; number 4, C, carries -0.61

No. 2
Molecular formula: C8H8NO3S2
Method: DFT, ωB97M-V/def2-TZVPD

The geometry in XYZ format:
```
22
Properties=species:S:1:pos:R:3
C -0.780 0.758 -1.021
C 0.088 1.707 -0.534
C -0.842 -0.329 -0.189
C 0.864 1.306 0.531
C -2.582 -1.761 -1.326
C -3.041 -3.086 -1.409
C -1.637 -1.460 -0.336
C 3.585 1.405 1.710
N -2.020 -3.729 -1.194
O -1.065 -4.344 -1.010
O 2.272 3.420 0.473
O 1.295 2.783 2.694
S 0.369 -0.240 1.108
S 1.956 2.446 1.491
H -1.424 0.900 -1.905
H 0.426 2.599 -1.178
H -2.752 -1.021 -2.029
H -4.104 -3.429 -1.514
H -1.702 -1.938 0.596
H 3.773 1.354 2.851
H 3.198 0.564 1.198
H 4.120 2.095 0.992
```

Results
Relative energy (zero: lowest compared OMol25 entry of this formula, charge and spin), kcal per mole: 24.4
Gap between HOMO and LUMO (spin up / spin down), eV: 6.2759 / 6.2752
Charge: +1
E, hartree: -1385.971136

These are the natural (NBO) partial charges, in e, on atoms 1 to 4: number 1, C, carries -0.14; number 2, C, carries -0.25; number 3, C, carries -0.27; number 4, C, carries -0.44

No. 3
Molecular formula: C19H22N4O3RhS
Method: DFT, ωB97M-V/def2-TZVPD

The geometry in XYZ format:
```
50
Properties=species:S:1:pos:R:3
Rh 0.111 0.771 -0.739
N -4.195 0.963 -1.913
C -2.882 0.743 -1.772
S -1.896 2.068 -1.234
N -2.416 -0.442 -2.055
N -1.118 -0.682 -1.974
C -0.730 -1.871 -2.355
C 0.586 -2.368 -2.370
C 0.795 -3.707 -2.755
C 2.033 -4.288 -2.706
C 3.135 -3.544 -2.243
C 2.996 -2.229 -1.911
C 1.735 -1.561 -1.999
O 1.676 -0.316 -1.799
H -4.561 1.889 -1.780
H -4.776 0.253 -2.327
H -1.514 -2.555 -2.673
H -0.054 -4.283 -3.091
H 2.165 -5.317 -2.998
H 4.101 -4.019 -2.167
H 3.833 -1.633 -1.580
C 1.329 2.763 -3.154
O 1.313 2.655 -1.740
C 2.624 2.681 -1.202
C 2.551 2.675 0.319
O 2.027 1.421 0.727
C 2.258 1.116 2.086
H 1.799 3.707 -3.454
H 0.297 2.747 -3.496
H 1.880 1.933 -3.605
H 3.139 3.587 -1.550
H 3.177 1.791 -1.532
H 1.910 3.492 0.682
H 3.565 2.802 0.724
H 3.329 1.180 2.314
H 1.919 0.093 2.240
H 1.706 1.791 2.749
N -0.559 -0.214 1.054
C -1.263 -0.180 1.971
C -2.050 -0.237 3.127
C -2.443 0.922 3.807
C -3.176 0.808 4.972
C -3.521 -0.443 5.466
C -3.144 -1.591 4.784
C -2.411 -1.498 3.620
H -2.176 1.895 3.421
H -3.483 1.702 5.492
H -4.087 -0.521 6.382
H -3.422 -2.564 5.156
H -2.109 -2.384 3.084
```

Results
Relative energy (zero: lowest compared OMol25 entry of this formula, charge and spin), kcal per mole: 65.9
Gap between HOMO and LUMO (spin up / spin down), eV: 5.7266 / 5.1468
Charge: +1
E, hartree: -1690.373744

These are the natural (NBO) partial charges, in e, on atoms 1 to 4: number 1, Rh, carries 1.10; number 2, N, carries -0.78; number 3, C, carries 0.26; number 4, S, carries -0.13

No. 4
Molecular formula: C4H4N2O
Method: DFT, ωB97M-V/def2-TZVPD

The geometry in XYZ format:
```
11
Properties=species:S:1:pos:R:3
O -2.037 1.001 1.357
C -1.042 0.612 0.792
C -1.118 -0.284 -0.379
C -0.013 -0.534 -1.073
N 1.261 -0.356 -0.482
C 1.266 0.573 0.597
N 0.251 1.088 1.170
H -2.085 -0.634 -0.703
H 0.045 -1.048 -2.025
H 1.215 -1.339 -0.151
H 2.259 0.920 0.897
```

Results
Relative energy (zero: lowest compared OMol25 entry of this formula, charge and spin), kcal per mole: 36.0
Gap between HOMO and LUMO, eV: 10.0431
E, hartree: -339.524372

These are the natural (NBO) partial charges, in e, on atoms 1 to 4: number 1, O, carries -0.52; number 2, C, carries 0.60; number 3, C, carries -0.34; number 4, C, carries 0.03

No. 5
Molecular formula: C16H12ClN3O7Sr
Method: DFT, ωB97M-V/def2-TZVPD

The geometry in XYZ format:
```
40
Properties=species:S:1:pos:R:3
C -2.471 -1.101 -2.024
C -1.777 -1.280 -3.261
C -1.548 0.008 -3.824
H -1.485 -2.221 -3.699
C -2.059 0.989 -2.930
C -2.660 0.302 -1.825
H -3.073 0.766 -0.936
H -2.713 -1.890 -1.325
H -1.093 0.199 -4.785
H -1.972 2.061 -3.055
Sr -0.047 -0.095 -1.070
Cl 0.251 -2.697 -0.053
C 2.599 -0.010 -1.687
C 2.177 1.227 -2.278
C 1.595 0.930 -3.541
H 2.207 2.204 -1.807
C 1.663 -0.480 -3.741
C 2.266 -1.065 -2.595
H 2.380 -2.125 -2.414
H 2.955 -0.149 -0.666
H 1.171 1.645 -4.231
H 1.324 -1.019 -4.612
O 0.396 -1.075 6.436
N 1.011 -0.258 5.722
O 2.015 0.381 6.090
C 0.528 -0.043 4.389
C -0.608 -0.757 3.974
C -1.105 -0.550 2.713
C -0.477 0.455 1.906
O -1.113 0.789 0.845
C 0.722 1.144 2.304
C 1.207 0.882 3.570
N 1.362 2.115 1.421
O 2.412 2.646 1.864
O 0.879 2.403 0.272
N -2.302 -1.220 2.197
O -2.784 -2.068 3.026
O -2.800 -1.006 1.090
H -1.135 -1.470 4.619
H 2.100 1.433 3.917
```

Results
Gap between HOMO and LUMO, eV: 4.5076
Charge: -2
E, hartree: -1798.618402

These are the natural (NBO) partial charges, in e, on atoms 1 to 4: number 1, C, carries -0.41; number 2, C, carries -0.38; number 3, C, carries -0.34; number 4, H, carries 0.20

No. 6
Molecular formula: H12O6
Method: DFT, ωB97M-V/def2-TZVPD

The geometry in XYZ format:
```
18
Properties=species:S:1:pos:R:3
O 3.686 1.216 -3.173
H 4.001 0.385 -3.529
H 2.835 1.006 -2.790
O 0.511 -0.500 0.857
H -0.169 -0.902 0.317
H 0.767 0.286 0.375
O 2.986 -1.062 3.691
H 2.379 -0.955 2.958
H 3.223 -1.989 3.672
O -2.661 -0.373 -2.378
H -3.547 -0.589 -2.089
H -2.781 0.333 -3.014
O -3.999 -1.937 2.813
H -4.029 -2.187 1.890
H -4.872 -1.591 2.997
O 0.814 2.681 -0.979
H -0.029 2.894 -1.381
H 0.883 3.282 -0.237
```

Results
Relative energy (zero: lowest compared OMol25 entry of this formula, charge and spin), kcal per mole: 38.4
Gap between HOMO and LUMO, eV: 11.1720
E, hartree: -458.611324

These are the natural (NBO) partial charges, in e, on atoms 1 to 4: number 1, O, carries -0.94; number 2, H, carries 0.46; number 3, H, carries 0.47; number 4, O, carries -0.95

Question: E of number 2 (C8H8NO3S2)?
Answer: -1385.971136 hartree